(1)
Entry from OMol25: C36H51BrN4O9P2PbS2 as an isolated structure in a non-equilibrium geometry (ωB97M-V with the def2-TZVPD basis set).

Computed properties:
Orbital gap, eV: 6.2
E_HOMO, Ha: -0.2201
Net charge: 0
Energy, eV: -178090.0350
Lowest unoccupied orbital energy, eV: 0.23

Cartesian coordinates (Å):
Pb: -0.628 0.085 1.143
C: 3.897 -4.069 -0.098
C: 2.764 -3.949 0.906
C: 2.250 -5.115 1.492
C: 1.209 -5.019 2.373
C: 0.635 -3.720 2.628
Br: -0.905 -3.722 3.759
N: 1.142 -2.615 2.136
C: 2.213 -2.731 1.286
H: 4.911 -3.874 0.330
H: 3.806 -3.348 -0.943
H: 3.916 -5.074 -0.503
H: 2.663 -6.108 1.277
H: 0.792 -5.918 2.820
H: 2.608 -1.778 0.902
C: 3.893 1.399 -4.007
C: 3.293 0.017 -4.145
C: 2.437 -0.142 -5.397
O: 2.571 -0.270 -2.836
P: 1.054 -0.479 -2.422
O: 0.957 -0.633 -0.928
C: 0.117 0.940 -3.044
P: -1.551 1.111 -2.373
O: -1.630 1.354 -0.868
O: -2.304 -0.230 -2.821
C: -3.334 -0.317 -3.953
C: -3.079 -1.706 -4.643
C: -4.711 -0.292 -3.293
O: -2.161 2.313 -3.183
C: -2.506 3.671 -2.766
C: -1.334 4.333 -2.094
C: -2.921 4.373 -4.038
O: 0.460 -1.722 -3.211
C: 0.739 -3.114 -2.745
C: 1.459 -3.814 -3.912
C: -0.592 -3.756 -2.420
H: 4.751 1.533 -4.706
H: 4.222 1.527 -2.996
H: 3.188 2.164 -4.220
H: 4.062 -0.770 -4.090
H: 1.697 0.668 -5.568
H: 1.973 -1.128 -5.415
H: 3.122 -0.057 -6.247
H: 0.061 0.981 -4.134
H: 0.648 1.880 -2.745
H: -3.129 0.490 -4.635
H: -2.982 -2.510 -3.904
H: -2.115 -1.676 -5.150
H: -3.882 -1.970 -5.350
H: -4.736 -1.060 -2.501
H: -5.493 -0.497 -3.981
H: -4.924 0.677 -2.865
H: -3.352 3.503 -2.104
H: -0.433 4.041 -2.581
H: -1.363 4.001 -1.053
H: -1.485 5.422 -2.058
H: -2.187 4.190 -4.834
H: -3.039 5.460 -3.942
H: -3.850 3.925 -4.464
H: 1.379 -2.979 -1.861
H: 0.769 -3.862 -4.776
H: 1.645 -4.866 -3.624
H: 2.375 -3.284 -4.204
H: -1.197 -3.909 -3.282
H: -1.104 -3.185 -1.649
H: -0.381 -4.739 -2.013
N: -4.118 -2.673 -0.034
C: -3.147 -1.835 0.422
O: -1.975 -2.084 0.222
C: -3.675 -0.519 1.147
C: -2.734 -0.007 2.161
H: -3.818 -3.512 -0.561
H: -5.079 -2.588 0.270
H: -4.690 -0.639 1.570
H: -3.822 0.208 0.366
H: -2.557 -0.699 2.991
H: -2.961 1.005 2.511
O: -3.614 5.150 3.775
S: -3.093 3.834 3.925
O: -3.937 2.724 4.290
N: -2.226 3.318 2.503
C: -0.901 3.358 2.807
S: 0.360 2.989 1.679
C: -0.581 3.683 4.242
C: 0.711 3.915 4.761
C: 0.841 4.470 6.015
C: -0.242 4.688 6.839
C: -1.530 4.387 6.373
C: -1.680 3.969 5.050
H: 1.535 3.649 4.101
H: 1.809 4.725 6.435
H: -0.094 5.106 7.832
H: -2.390 4.578 7.006
N: 0.126 0.131 4.130
C: 1.233 0.114 4.474
C: 2.602 0.017 4.829
C: 3.370 -1.178 4.677
C: 4.668 -1.302 5.205
C: 5.281 -0.205 5.822
C: 4.571 0.962 5.897
C: 3.268 1.089 5.415
H: 2.898 -2.061 4.233
H: 5.135 -2.294 5.095
H: 6.304 -0.360 6.144
H: 5.026 1.813 6.412
H: 2.755 2.027 5.513

Forces on atoms 1 to 3 (eV/Å):
Pb 0.2 0.5 0.9
C 0.6 0.9 -0.1
C 0.4 0.1 -0.2

Atomic partial charges in e from the Löwdin method, atoms 1 to 2:
1. Pb 1.255
2. C -0.053


(2)
Entry from OMol25: C36H52Br2F7N2O14S as an isolated structure in a non-equilibrium geometry (ωB97M-V with the def2-TZVPD basis set).

Computed properties:
Orbital gap, eV: 7.0
E_HOMO, Ha: -0.4107
Net charge: +1
Energy, eV: -239749.9849
Lowest unoccupied orbital energy, eV: -4.13

Cartesian coordinates (Å):
C: -0.057 -3.159 -4.311
C: 0.440 -3.117 -2.750
C: 1.598 -4.266 -2.660
C: -0.858 -3.452 -1.870
C: -0.694 -3.218 -0.293
C: 0.372 -4.186 0.431
C: -0.414 -1.678 0.114
O: -1.315 -1.216 1.210
C: -0.693 -0.021 1.701
N: -0.584 1.084 0.774
C: 0.044 2.359 1.069
C: 0.041 3.433 -0.146
C: -1.531 3.577 -0.571
C: -1.870 4.978 -1.251
F: -1.629 6.014 -0.320
F: -1.110 5.133 -2.451
F: -3.274 4.968 -1.550
C: 0.630 2.655 2.474
C: 1.318 4.063 2.774
Br: -0.016 5.581 2.704
C: 2.583 4.373 1.758
C: 4.006 4.083 2.475
Br: 2.550 6.289 1.142
C: 0.493 1.487 3.542
C: 1.061 1.831 5.009
C: 0.038 2.843 5.737
C: -1.517 2.453 5.580
S: -2.477 3.687 4.528
C: -0.158 0.096 3.172
C: -0.283 -1.065 4.254
C: -0.065 -2.551 3.689
O: 1.204 -2.556 2.984
C: 0.134 -3.495 5.000
N: -1.031 -3.408 5.942
H: -0.443 -2.152 -4.682
H: -0.904 -3.948 -4.334
H: 0.776 -3.598 -4.983
H: 0.874 -2.071 -2.599
H: 2.293 -4.019 -1.772
H: 1.089 -5.296 -2.541
H: 2.258 -4.290 -3.591
H: -1.195 -4.527 -2.073
H: -1.687 -2.721 -2.220
H: -1.723 -3.473 0.181
H: 0.052 -4.516 1.483
H: 1.409 -3.682 0.461
H: 0.506 -5.095 -0.273
H: 0.654 -1.499 0.504
H: -0.649 -1.051 -0.825
H: -0.987 0.940 -0.173
H: 0.674 3.047 -1.034
H: 0.451 4.451 0.163
H: -1.804 2.688 -1.259
H: -2.225 3.461 0.346
H: 1.770 4.142 3.832
H: 2.511 3.634 0.884
H: 4.877 4.563 1.882
H: 4.218 2.948 2.447
H: 4.075 4.512 3.532
H: 2.104 2.313 4.906
H: 1.193 0.920 5.681
H: 0.269 3.904 5.362
H: 0.275 2.788 6.866
H: -1.680 1.369 5.236
H: -1.990 2.532 6.623
H: -2.131 3.522 3.195
H: -1.304 -0.930 4.784
H: 0.499 -0.924 5.096
H: -0.961 -2.873 3.060
H: 1.680 -3.342 3.355
H: 0.396 -4.568 4.698
H: 1.039 -3.035 5.553
H: -0.923 -4.128 6.670
H: -1.891 -3.671 5.430
C: -3.498 -3.288 -7.358
C: -2.392 -3.988 -8.080
O: -1.623 -4.543 -7.032
C: -2.504 -4.771 -6.018
O: -2.275 -5.476 -5.075
O: -3.678 -4.107 -6.211
F: -1.620 -3.105 -8.760
H: -3.224 -2.277 -7.043
H: -4.413 -3.236 -7.950
H: -2.725 -4.783 -8.753
C: -0.059 0.615 -7.860
C: -0.935 1.777 -8.198
O: -2.233 1.296 -7.917
C: -2.071 0.376 -6.925
O: -2.964 -0.046 -6.246
O: -0.769 -0.001 -6.795
F: -0.862 2.074 -9.517
H: 0.041 -0.094 -8.686
H: 0.937 0.924 -7.541
H: -0.739 2.676 -7.605
C: 1.869 3.486 -4.451
C: 3.149 3.595 -5.217
O: 3.485 2.247 -5.478
C: 2.298 1.582 -5.537
O: 2.163 0.486 -6.002
O: 1.279 2.320 -5.009
F: 4.125 4.142 -4.457
H: 2.031 3.334 -3.380
H: 1.226 4.356 -4.588
H: 3.063 4.142 -6.161
C: 1.044 -1.366 8.593
C: -0.320 -1.705 9.102
O: -0.662 -0.584 9.891
C: 0.000 0.467 9.331
O: -0.249 1.615 9.554
O: 0.980 0.048 8.477
F: -0.281 -2.798 9.900
H: 1.836 -1.638 9.295
H: 1.256 -1.830 7.628
H: -1.070 -1.845 8.318

Forces on atoms 1 to 3 (eV/Å):
C -0.2 -1.0 0.6
C 0.0 -1.1 -2.0
C -0.2 0.7 0.7

Atomic partial charges in e from the Löwdin method, atoms 1 to 2:
1. C -0.081
2. C -0.358


Q: Look up the orbital gap of the second one.
A: 7.0 eV